The following is a DFT calculation (the ωB97M-V functional and the def2-TZVPD basis) of 2 unconnected molecules or ions with the total composition C14H25BN3O6S.

As for the total charge: +1. The HOMO-LUMO gap is 8.25 eV. As for the LUMO energy: -0.1242 hartree. As for the multiplicity: 1. The max |F| is 0.0386 hartree/bohr.

Each line ends with the Löwdin charge.
Atoms and positions in Å:
C (0.757, 2.867, 2.955)  0.02
B (-0.178, 1.796, 2.300)  -0.51
O (-0.977, 1.042, 3.099)  0.19
N (-0.261, 1.596, 0.787)  0.27
C (0.042, 0.471, 0.205)  -0.35
N (-0.024, 0.386, -1.168)  0.21
N (0.454, -0.603, 0.995)  0.06
C (-0.432, -1.791, 0.867)  -0.11
C (0.375, -3.026, 0.437)  -0.35
C (1.457, -3.272, 1.533)  -0.01
O (1.014, -2.641, -0.776)  -0.18
C (0.910, -3.613, -1.817)  -0.13
C (2.000, -3.320, -2.849)  -0.20
C (2.610, -2.091, -2.861)  -0.06
C (3.624, -1.796, -3.751)  -0.07
C (4.020, -2.778, -4.632)  -0.09
C (3.391, -3.995, -4.635)  -0.08
C (2.383, -4.293, -3.754)  -0.04
H (1.695, 2.381, 3.259)  0.08
H (1.024, 3.683, 2.273)  0.07
H (0.285, 3.308, 3.836)  0.08
H (-1.743, 0.779, 2.565)  0.12
H (-0.567, 2.391, 0.226)  0.16
H (0.240, -0.571, -1.424)  0.09
H (0.648, 1.012, -1.608)  0.14
H (1.414, -0.801, 0.716)  0.14
H (-0.951, -1.942, 1.816)  0.13
H (-1.135, -1.608, 0.042)  0.13
H (-0.265, -3.908, 0.353)  0.15
H (2.358, -2.722, 1.238)  0.09
H (1.142, -2.828, 2.482)  0.08
H (1.703, -4.326, 1.659)  0.09
H (1.138, -4.605, -1.401)  0.14
H (-0.086, -3.636, -2.279)  0.14
H (2.337, -1.298, -2.173)  0.09
H (4.079, -0.812, -3.713)  0.11
H (4.836, -2.557, -5.315)  0.11
H (3.717, -4.742, -5.355)  0.11
H (1.892, -5.261, -3.755)  0.12
C (-3.937, 4.440, 2.847)  -0.16
C (-4.755, 5.586, 2.291)  -0.15
O (-4.165, 5.860, 1.011)  -0.18
S (-3.612, 4.506, 0.372)  0.60
O (-4.574, 3.997, -0.531)  -0.20
O (-2.249, 4.696, 0.009)  -0.24
O (-3.657, 3.608, 1.709)  -0.21
H (-2.988, 4.791, 3.256)  0.13
H (-4.473, 3.877, 3.606)  0.14
H (-4.721, 6.468, 2.923)  0.14
H (-5.795, 5.294, 2.130)  0.14